No. 1
C35H32CsIN6O6 | ωB97M-V with the def2-TZVPD basis set

Structure (XYZ):
```
81
Properties=species:S:1:pos:R:3:forces:R:3:lowdin_charge:R:1
Cs 0.409718 0.211523 -0.693661 -0.487 0.350 0.656 1.362
O -0.303660 2.176793 -4.877019 0.079 0.153 -0.270 -0.045
C -0.469772 1.473784 -3.862129 0.011 -0.236 0.296 -0.529
N -0.980868 1.744512 -2.665904 -0.065 -0.131 -0.187 -0.031
C -1.430811 3.000370 -2.273812 -0.015 -0.367 0.334 -0.217
C -1.559985 4.089562 -3.132877 -0.015 0.201 -0.152 -0.041
C -2.025962 5.323299 -2.693518 -0.026 0.179 -0.131 -0.142
C -2.397925 5.499107 -1.377314 -0.051 0.151 0.022 -0.143
C -2.284829 4.427336 -0.498043 -0.155 0.332 0.137 -0.074
C -1.788448 3.197211 -0.884673 0.245 -0.591 -0.371 -0.239
N -1.753778 2.137604 0.044010 -0.154 0.212 0.148 0.048
C -1.228868 2.285320 1.230354 -0.186 0.097 -0.679 -0.584
O -1.339011 1.462871 2.189187 -0.022 -0.095 0.131 -0.066
C -0.310204 3.451147 1.550776 -0.328 -0.131 0.119 -0.214
C -0.633116 4.292163 2.619502 0.188 -0.065 -0.141 -0.024
C 0.205529 5.345622 2.908205 -0.023 0.063 0.094 -0.089
C 1.352044 5.507514 2.140223 0.079 0.007 -0.061 -0.094
C 1.598768 4.596691 1.128508 0.212 0.086 -0.029 -0.145
N 0.794845 3.583988 0.824740 -0.149 -0.016 0.012 0.146
C 0.112188 0.038165 -3.933667 -0.287 0.351 0.115 -0.266
C 1.441130 -0.133092 -4.320561 -0.255 0.191 -0.028 -0.031
C 2.020761 -1.381550 -4.202854 0.081 0.029 -0.039 -0.082
C 1.249886 -2.438278 -3.748902 -0.085 -0.072 0.021 -0.078
C -0.080538 -2.191598 -3.445998 0.003 -0.040 -0.099 -0.158
N -0.641412 -0.989464 -3.526744 -0.012 0.270 -0.009 0.084
H -1.276687 3.946068 -4.164041 0.000 -0.008 0.003 0.081
H -2.102964 6.140542 -3.404931 -0.017 0.019 0.036 0.078
H -2.784422 6.449912 -1.025826 -0.004 0.018 -0.005 0.076
H -2.614312 4.539238 0.529173 0.000 0.017 0.003 0.100
H -1.529634 4.086166 3.184434 -0.054 0.016 0.057 0.114
H -0.023034 6.032306 3.717534 0.021 -0.022 -0.037 0.094
H 2.050377 6.314474 2.312648 0.002 0.065 0.054 0.085
H 2.494635 4.683903 0.521365 0.017 0.015 0.005 0.101
H 1.986244 0.734659 -4.663701 0.079 -0.002 0.005 0.112
H 3.071138 -1.519298 -4.430004 0.015 -0.025 0.006 0.102
H 1.665852 -3.424257 -3.591477 0.036 -0.013 -0.013 0.100
H -0.730311 -2.976624 -3.081653 0.030 -0.108 0.073 0.095
O -2.297523 -0.976023 2.475344 -0.014 0.293 -0.111 -0.100
C -1.075355 -1.677150 2.414124 -0.132 -0.311 -0.067 -0.220
C -0.034368 -1.032481 3.290706 -0.249 -0.076 0.157 -0.266
C -0.273327 -0.881537 4.659901 -0.056 -0.042 -0.155 -0.022
C 0.661334 -0.231628 5.435736 0.007 0.016 0.062 -0.089
C 1.810465 0.247339 4.820781 0.047 0.028 -0.007 -0.085
C 1.954512 0.042398 3.459316 0.267 0.200 0.142 -0.135
N 1.060942 -0.579642 2.705434 0.095 -0.056 -0.183 0.129
H -2.064474 -0.023569 2.258067 -0.153 -0.143 0.077 0.047
H -0.691524 -1.770888 1.393653 0.090 0.049 0.056 0.081
H -1.273291 -2.698615 2.765739 0.049 0.067 0.021 0.113
H -1.204614 -1.250914 5.068332 -0.010 0.003 0.040 0.112
H 0.499104 -0.087653 6.499250 0.006 -0.008 -0.043 0.094
H 2.572799 0.779335 5.375103 0.001 -0.003 0.009 0.088
H 2.830407 0.410993 2.938929 0.087 0.034 -0.022 0.108
C -4.957642 -1.915863 0.796746 -0.313 0.256 0.266 -0.074
N -3.902616 -2.768783 0.318518 -0.178 -0.205 -0.041 -0.158
C -3.686626 -4.043411 0.958355 -0.010 -0.116 -0.092 -0.053
C -2.940798 -2.294600 -0.519685 0.269 0.071 -0.375 -0.514
C -3.235153 -0.977741 -1.175083 0.107 0.550 0.078 -0.002
O -1.942714 -2.955895 -0.768303 0.041 -0.153 0.071 0.036
H -5.657664 -2.517746 1.379101 -0.002 0.039 -0.059 0.076
H -5.505552 -1.460355 -0.030212 -0.009 -0.021 0.046 0.080
H -4.571435 -1.123396 1.443395 -0.006 -0.013 0.007 0.083
H -4.607458 -4.342180 1.462203 0.056 -0.023 -0.046 0.075
H -2.884891 -3.998067 1.691903 0.158 -0.020 0.133 0.075
H -3.418978 -4.796021 0.212425 0.024 0.061 0.084 0.086
H -4.126909 -1.097940 -1.788574 -0.116 0.076 -0.156 0.085
H -2.420867 -0.608256 -1.801051 -0.013 -0.373 -0.019 0.041
H -3.435329 -0.187538 -0.448745 -0.007 -0.046 0.086 0.076
I 7.569340 -5.920797 -0.973561 0.283 -0.244 -0.015 0.784
C 6.004681 -4.556420 -0.900353 -0.286 0.246 0.018 -0.770
C 6.129883 -3.336740 -1.545999 0.231 -0.101 -0.061 -0.170
C 5.086061 -2.430401 -1.483080 -0.112 0.130 0.040 -0.026
C 3.917603 -2.733477 -0.800486 0.035 -0.112 0.043 -0.116
C 3.810105 -3.965882 -0.168077 -0.122 0.153 -0.067 -0.019
C 4.849484 -4.878330 -0.204894 0.089 -0.192 0.050 -0.167
C 2.753370 -1.733008 -0.745734 0.488 -0.327 -0.072 -0.758
O 3.027341 -0.576172 -1.139510 0.402 -0.170 -0.013 -0.204
O 1.676767 -2.197969 -0.329970 0.260 -0.436 0.056 -0.199
H 7.036540 -3.099969 -2.086853 0.019 0.021 -0.016 0.081
H 5.150912 -1.459092 -1.952643 0.021 0.064 -0.054 0.113
H 2.880694 -4.178482 0.341125 -0.048 -0.050 0.052 0.115
H 4.764210 -5.833141 0.297288 -0.008 -0.015 0.007 0.082
```
Forces are in eV/Å.

Calculated values
- E_HOMO (eV) = -1.410
- electronic energy (a.u.) = -2450.9032
- net charge = -2
- gap between HOMO and LUMO (eV) = 4.594

---

No. 2
C35H32GeN6OPdS | ωB97M-V with the def2-TZVPD basis set

Structure (XYZ):
```
77
Properties=species:S:1:pos:R:3:forces:R:3:lowdin_charge:R:1
Pd -2.041331 0.749915 0.858566 -0.042 -0.038 -0.046 0.543
Ge -2.302460 -1.388067 2.110822 0.052 0.044 0.005 0.981
C -3.370167 -0.823233 3.676629 -0.013 -0.033 -0.017 -0.286
C -2.934182 -1.143491 4.985273 0.008 0.012 -0.136 -0.054
C -3.802604 -1.015844 6.032669 -0.075 0.025 0.029 0.037
C -5.117798 -0.503745 5.809073 -0.016 0.020 -0.037 0.095
C -5.551360 -0.139187 4.517252 -0.004 -0.013 0.102 -0.004
C -4.685999 -0.271935 3.472600 0.061 -0.011 0.056 -0.066
C -0.441468 -1.703105 2.417446 -0.040 0.006 0.020 -0.389
C 0.299042 -0.943409 3.330595 0.018 -0.043 -0.026 -0.148
C 1.656448 -1.184975 3.489717 -0.003 -0.012 -0.008 -0.054
C 2.279207 -2.173134 2.731590 -0.018 -0.002 0.007 -0.047
C 1.547542 -2.925442 1.817986 0.014 0.003 0.008 -0.044
C 0.189481 -2.693219 1.657211 0.021 0.039 0.028 -0.105
H -3.064767 -2.462821 1.353379 -0.015 0.010 -0.007 0.005
H -1.947596 -1.555723 5.150704 0.033 0.012 -0.016 0.119
H -3.514235 -1.313382 7.032706 -0.013 0.002 0.007 0.144
H -5.786944 -0.386073 6.653616 0.003 -0.004 -0.001 0.147
H -6.554676 0.237391 4.371663 -0.003 -0.006 0.016 0.137
H -4.998270 0.002021 2.471935 0.011 -0.014 -0.013 0.111
H -0.168595 -0.165396 3.923006 -0.017 -0.018 0.026 0.067
H 2.224593 -0.617911 4.215860 0.003 -0.005 -0.004 0.125
H 3.335470 -2.370460 2.864987 0.003 -0.006 0.002 0.126
H 2.032275 -3.708487 1.249941 0.009 0.004 0.001 0.125
H -0.373235 -3.293944 0.952200 -0.008 -0.006 0.004 0.108
N -7.147242 -3.845991 -6.309991 0.017 0.012 0.020 0.287
C -6.538994 -3.342036 -5.468737 -0.014 -0.011 -0.018 -0.102
C -5.791591 -2.724126 -4.437901 0.002 0.006 0.007 -0.121
C -4.855012 -3.495320 -3.699838 -0.022 0.001 -0.024 0.042
C -4.136200 -2.902737 -2.708483 -0.003 0.027 0.019 0.033
C -4.328988 -1.516741 -2.413984 -0.010 0.023 -0.002 -0.177
C -5.273833 -0.753502 -3.170215 0.018 -0.016 0.022 0.036
C -5.992009 -1.346255 -4.162429 -0.001 -0.024 -0.013 0.043
C -3.606989 -0.909824 -1.389223 0.016 -0.044 0.006 -0.067
C -2.965349 -0.368085 -0.489441 -0.002 0.032 -0.030 -0.136
H -4.729189 -4.542803 -3.937978 -0.003 0.002 -0.003 0.148
H -3.417581 -3.469634 -2.133627 0.002 0.005 0.004 0.134
H -5.409986 0.293770 -2.940021 0.004 0.000 0.003 0.137
H -6.713682 -0.789567 -4.744759 0.000 -0.005 -0.002 0.148
C 8.626093 2.944869 -3.823996 0.005 -0.003 -0.006 0.004
C 7.554661 2.056508 -3.327621 0.000 0.003 0.009 -0.167
C 6.928374 2.290294 -2.071034 0.017 0.005 -0.021 0.032
C 5.972437 1.451284 -1.587190 -0.015 -0.022 0.004 0.035
C 5.595215 0.308162 -2.349107 0.006 0.018 0.000 -0.195
N 4.676885 -0.577770 -1.897486 0.005 -0.002 -0.001 0.185
C 4.324680 -0.702724 -0.496342 -0.016 -0.021 0.007 -0.465
O 4.922127 -1.461389 0.204754 0.007 0.018 -0.002 0.180
N 3.298848 0.089352 -0.027885 0.003 0.016 -0.009 0.165
C 2.121726 0.530061 -0.670814 0.022 -0.003 -0.008 -0.173
C 2.055939 1.079027 -1.945329 0.016 0.007 -0.007 0.037
C 0.821228 1.467202 -2.439434 -0.010 0.001 -0.002 -0.004
C -0.308715 1.324986 -1.655754 0.023 -0.005 0.015 -0.107
N -0.236141 0.831321 -0.413836 -0.032 0.018 0.003 -0.037
C 0.943467 0.436542 0.065006 -0.005 -0.025 0.025 -0.044
C 6.200725 0.071854 -3.621109 -0.014 -0.010 0.010 0.044
C 7.150468 0.922537 -4.086660 0.015 0.014 -0.008 0.030
H 8.650242 3.900802 -3.307004 -0.003 0.002 0.000 0.101
H 8.548951 3.099106 -4.901294 -0.007 0.001 0.001 0.112
H 9.594399 2.451944 -3.660090 -0.003 -0.004 0.008 0.131
H 7.236835 3.149462 -1.489802 0.002 -0.001 -0.002 0.140
H 5.522739 1.631106 -0.619421 -0.001 -0.004 -0.001 0.128
H 4.661842 -1.471681 -2.378428 -0.005 -0.003 0.001 0.177
H 3.181406 -0.084363 0.964026 -0.004 -0.002 0.000 0.143
H 2.942826 1.214161 -2.546181 0.000 -0.002 0.000 0.117
H 0.734420 1.892841 -3.429194 -0.001 -0.001 0.003 0.131
H -1.286210 1.611690 -2.018070 -0.005 0.003 0.000 0.116
H 0.956409 0.028280 1.069263 0.002 0.023 -0.024 0.095
H 5.908444 -0.799437 -4.194992 -0.001 0.001 0.004 0.138
H 7.621553 0.736939 -5.043499 0.002 0.004 0.003 0.145
N -3.460619 3.813806 1.991044 -0.021 -0.016 0.001 0.152
C -2.464879 3.510695 2.807585 0.005 0.043 -0.013 -0.789
N -1.956636 4.430477 3.601620 0.008 -0.020 -0.009 0.159
S -1.780399 1.904446 2.914209 0.012 -0.007 0.031 0.689
H -3.854149 4.744341 1.949966 0.000 0.001 -0.001 0.146
H -3.910875 3.097108 1.449421 0.015 0.001 -0.014 0.099
H -2.317205 5.374668 3.640526 -0.002 0.001 0.002 0.150
H -1.178839 4.207998 4.203355 0.005 -0.002 0.008 0.125
```
Forces are in eV/Å.

Calculated values
- E_HOMO (alpha / beta) (eV) = -17.697 / -18.567
- electronic energy (a.u.) = -4358.1578
- 2S+1 = 5
- net charge = +4
- gap between HOMO and LUMO (alpha / beta) (eV) = 6.959 / 4.892

---

No. 3
C35H33AlN6PS | ωB97M-V with the def2-TZVPD basis set

Structure (XYZ):
```
77
Properties=species:S:1:pos:R:3:forces:R:3:lowdin_charge:R:1
Al 0.041478 -0.059756 -0.136408 -0.004 -0.054 -0.188 -0.049
C -3.874141 4.278581 1.855060 0.017 -0.013 -0.027 -0.080
C -3.276186 2.969845 2.348733 0.038 -0.020 0.011 -0.235
N -1.875108 2.825806 1.969476 -0.012 0.121 -0.039 0.006
C -1.447433 2.150553 0.902676 -0.105 -0.065 -0.063 -0.747
S 0.267143 2.241661 0.510865 0.175 0.050 -0.027 0.762
N -2.336093 1.481040 0.171002 0.112 0.035 -0.093 0.062
N -1.646499 0.797694 -0.781423 0.020 -0.229 0.435 -0.060
C -2.047326 0.625138 -1.978795 0.068 0.025 -0.136 -0.228
C -3.395188 1.000616 -2.485637 0.001 0.062 -0.043 0.001
C -0.917601 0.253699 -2.870221 -0.062 0.088 0.043 -0.176
C -1.029212 0.279169 -4.248575 -0.022 -0.046 -0.048 0.019
C 0.122138 0.217695 -5.021264 0.008 -0.004 -0.019 -0.021
C 1.353474 0.151172 -4.394244 -0.013 -0.018 -0.002 -0.022
C 1.384262 0.097036 -3.009363 0.003 -0.197 0.016 -0.083
N 0.283209 0.113782 -2.263674 -0.062 0.246 0.078 0.062
H -4.915956 4.361762 2.165282 0.006 -0.003 -0.001 0.076
H -3.331713 5.134017 2.260406 -0.010 -0.002 -0.003 0.075
H -3.831677 4.329736 0.766680 -0.007 0.003 0.005 0.074
H -3.330839 2.902538 3.435876 -0.006 0.005 0.008 0.117
H -3.812232 2.119774 1.934612 -0.002 -0.019 0.023 0.104
H -1.194205 3.418257 2.415827 0.020 -0.053 0.041 0.127
H -4.076170 1.112340 -1.646137 0.005 0.000 0.006 0.082
H -3.363201 1.950792 -3.024470 0.024 -0.011 -0.012 0.104
H -3.777356 0.238761 -3.166136 -0.005 0.005 0.007 0.090
H -2.001797 0.381917 -4.708229 0.012 0.006 -0.006 0.120
H 0.056144 0.250658 -6.100702 -0.008 -0.004 0.007 0.122
H 2.277066 0.145231 -4.954902 -0.003 -0.001 0.008 0.117
H 2.324463 0.034595 -2.476810 0.007 0.017 0.026 0.090
C 3.144086 -5.460519 0.600998 -0.028 0.018 0.002 -0.069
C 4.192175 -4.637640 0.220104 -0.009 0.013 -0.005 -0.066
C 3.997044 -3.268093 0.088583 0.058 -0.054 0.032 -0.083
C 2.743055 -2.714023 0.327797 -0.032 0.060 -0.100 -0.321
C 1.694406 -3.546390 0.728797 0.024 0.001 0.004 -0.101
C 1.895586 -4.909769 0.864823 0.020 -0.012 0.000 -0.065
P 2.402519 -0.915311 0.316146 -0.015 0.040 0.268 1.115
C 3.884535 -0.073025 -0.308157 -0.077 0.053 -0.089 -0.360
C 4.250718 1.160141 0.230559 -0.007 -0.014 -0.003 -0.079
C 5.289359 1.888265 -0.332764 -0.005 -0.014 0.005 -0.057
C 5.968570 1.398525 -1.438416 0.000 -0.006 0.002 -0.066
C 5.600479 0.179496 -1.991981 -0.008 0.017 0.011 -0.069
C 4.558645 -0.547434 -1.436498 -0.012 0.016 -0.037 -0.139
C 2.297896 -0.605391 2.099456 -0.057 -0.033 -0.085 -0.305
C 3.411148 -0.617434 2.898706 0.017 0.019 0.030 -0.072
C 3.279185 -0.567822 4.298331 0.023 0.002 -0.019 -0.058
C 2.034086 -0.548215 4.860478 -0.010 0.017 -0.001 -0.015
C 0.867030 -0.559687 4.061193 -0.013 -0.022 -0.006 -0.154
C -0.422943 -0.579225 4.651096 0.065 0.010 0.009 -0.031
C -1.529297 -0.622339 3.861724 -0.046 0.000 -0.054 -0.067
C -1.399496 -0.603326 2.450857 -0.002 -0.067 0.038 -0.120
C -0.184639 -0.565190 1.807661 -0.038 0.135 0.000 -0.199
C 0.980884 -0.571228 2.647881 -0.038 -0.027 -0.002 -0.191
H 3.301289 -6.525690 0.708411 0.001 0.005 0.000 0.109
H 5.172967 -5.056260 0.035650 -0.007 0.000 0.002 0.110
H 4.837920 -2.641307 -0.176394 -0.033 -0.051 0.054 0.094
H 0.726560 -3.121914 0.970928 0.004 0.002 0.006 0.094
H 1.078872 -5.541512 1.189994 0.006 0.003 -0.004 0.111
H 3.721815 1.553540 1.089320 -0.009 0.004 0.016 0.109
H 5.567499 2.841864 0.095995 -0.007 -0.005 0.002 0.113
H 6.781626 1.966605 -1.870416 0.000 -0.003 0.000 0.111
H 6.125597 -0.206994 -2.855949 -0.005 0.003 0.006 0.110
H 4.275160 -1.493173 -1.885453 0.001 0.060 -0.019 0.102
H 4.400578 -0.683219 2.461054 0.004 0.011 -0.011 0.113
H 4.164455 -0.570211 4.920154 -0.007 0.008 0.002 0.109
H 1.922081 -0.533080 5.938338 0.002 -0.006 -0.005 0.118
H -0.505429 -0.563987 5.731289 -0.002 -0.016 -0.005 0.115
H -2.516453 -0.645901 4.307704 0.007 -0.008 -0.008 0.106
H -2.319298 -0.570564 1.874489 -0.016 0.046 0.021 0.080
N -0.093767 -2.765202 -1.667633 -0.060 0.114 -0.048 0.037
C -0.748622 -3.928812 -1.782132 -0.013 -0.026 0.000 -0.060
C -1.845357 -3.856992 -0.952485 0.004 -0.015 0.015 -0.022
C -1.759853 -2.595536 -0.355929 0.042 0.041 0.005 -0.086
N -0.691277 -1.935859 -0.793476 0.063 -0.232 -0.063 -0.011
H 0.772253 -2.492565 -2.102080 0.010 -0.026 0.011 0.152
H -0.393254 -4.714445 -2.427283 0.014 0.022 -0.003 0.131
H -2.596057 -4.611057 -0.797694 -0.003 0.013 0.002 0.108
H -2.409881 -2.135409 0.368524 -0.003 -0.022 0.015 0.115
```
Forces are in eV/Å.

Calculated values
- E_HOMO (eV) = -10.094
- electronic energy (a.u.) = -2663.9835
- net charge = +1
- gap between HOMO and LUMO (eV) = 6.921